{"formula": "C36H35BF2InN3O3S2Te", "method": "ωB97M-V/def2-TZVPD", "symbols": ["In", "C", "C", "C", "C", "C", "O", "C", "C", "C", "C", "C", "C", "C", "O", "C", "C", "C", "N", "C", "C", "Te", "C", "C", "C", "C", "C", "C", "C", "C", "C", "C", "C", "C", "H", "H", "H", "H", "H", "H", "H", "H", "H", "H", "H", "H", "H", "H", "H", "H", "H", "H", "H", "H", "H", "H", "H", "H", "C", "S", "C", "O", "H", "H", "H", "H", "H", "H", "F", "B", "F", "C", "C", "C", "C", "N", "C", "S", "N", "H", "H", "H", "H", "H"], "xyz": [[-2.75, -1.14, -0.58], [5.21, -2.01, -0.20], [3.80, -1.71, 0.22], [3.36, -1.86, 1.51], [2.03, -1.57, 1.86], [1.55, -1.61, 3.21], [0.30, -1.66, 3.44], [2.41, -1.54, 4.40], [1.96, -2.13, 5.58], [2.73, -2.07, 6.73], [3.95, -1.40, 6.71], [4.39, -0.78, 5.55], [3.63, -0.86, 4.39], [1.10, -1.18, 0.87], [-0.17, -0.98, 1.16], [1.55, -0.98, -0.44], [2.86, -1.25, -0.73], [0.59, -0.56, -1.52], [-0.05, 0.52, -1.53], [0.12, 1.52, -0.50], [0.07, 2.89, -1.15], [0.14, 4.44, 0.32], [1.86, 3.66, 1.25], [3.07, 3.58, 0.56], [4.18, 2.99, 1.15], [4.10, 2.50, 2.44], [2.91, 2.60, 3.15], [1.79, 3.17, 2.55], [0.33, -1.54, -2.64], [-0.48, -1.13, -3.70], [-0.77, -2.01, -4.73], [-0.27, -3.30, -4.71], [0.51, -3.72, -3.65], [0.81, -2.84, -2.61], [5.82, -2.28, 0.66], [5.67, -1.15, -0.68], [5.24, -2.84, -0.91], [4.04, -2.25, 2.26], [1.00, -2.64, 5.58], [2.38, -2.54, 7.64], [4.54, -1.34, 7.61], [5.33, -0.25, 5.54], [3.95, -0.34, 3.50], [3.19, -1.13, -1.76], [1.04, 1.39, 0.08], [-0.72, 1.43, 0.19], [-0.87, 3.01, -1.68], [0.90, 3.04, -1.84], [3.14, 3.97, -0.45], [5.11, 2.92, 0.60], [4.97, 2.05, 2.90], [2.84, 2.23, 4.16], [0.86, 3.23, 3.10], [-0.86, -0.12, -3.70], [-1.40, -1.68, -5.55], [-0.50, -3.99, -5.51], [0.89, -4.73, -3.61], [1.40, -3.19, -1.77], [-6.94, -1.11, 1.74], [-5.77, -0.33, 0.65], [-6.91, 0.41, -0.50], [-5.15, -1.49, -0.11], [-7.60, -0.35, 2.17], [-6.38, -1.60, 2.53], [-7.51, -1.84, 1.17], [-7.47, 1.19, 0.01], [-7.57, -0.37, -0.88], [-6.30, 0.83, -1.30], [-1.85, -0.99, 2.76], [-0.76, -1.68, 2.32], [-1.00, -3.00, 2.04], [-2.06, 3.54, -5.28], [-3.00, 2.60, -4.59], [-3.99, 1.91, -5.27], [-4.79, 1.08, -4.52], [-4.65, 0.93, -3.21], [-3.66, 1.63, -2.62], [-3.43, 1.46, -0.90], [-2.83, 2.46, -3.28], [-2.44, 3.85, -6.25], [-1.09, 3.05, -5.43], [-1.89, 4.41, -4.66], [-4.12, 2.01, -6.34], [-5.60, 0.51, -4.98]], "gap_ev": 5.55, "e_tot_ha": -3262.12462, "homo_ev": -6.8}



{"formula": "C36H35F49N2O9S", "method": "ωB97M-V/def2-TZVPD", "symbols": ["C", "C", "C", "C", "C", "N", "N", "C", "O", "S", "O", "O", "F", "H", "H", "H", "H", "H", "H", "H", "H", "H", "H", "H", "C", "C", "C", "F", "F", "F", "F", "O", "C", "C", "F", "F", "F", "F", "H", "H", "H", "H", "C", "C", "C", "F", "F", "F", "F", "O", "C", "C", "F", "F", "F", "F", "H", "H", "H", "H", "C", "C", "C", "F", "F", "F", "F", "O", "C", "C", "F", "F", "F", "F", "H", "H", "H", "H", "C", "C", "C", "F", "F", "F", "F", "O", "C", "C", "F", "F", "F", "F", "H", "H", "H", "H", "C", "C", "C", "F", "F", "F", "F", "O", "C", "C", "F", "F", "F", "F", "H", "H", "H", "H", "C", "C", "C", "F", "F", "F", "F", "O", "C", "C", "F", "F", "F", "F", "H", "H", "H", "H"], "xyz": [[4.22, 5.77, 2.20], [3.05, 5.71, 1.12], [2.08, 6.99, 1.20], [0.62, 6.55, 0.79], [-0.18, 7.84, 0.32], [0.00, 5.75, 1.87], [-0.03, 6.36, 3.13], [-1.11, 6.95, 3.41], [-1.97, 7.68, 3.57], [-1.38, 4.91, 1.43], [-1.94, 4.06, 2.51], [-2.42, 5.71, 0.79], [-0.91, 3.83, 0.26], [5.15, 6.17, 1.70], [4.42, 4.74, 2.61], [3.93, 6.46, 3.04], [3.53, 5.75, 0.10], [2.45, 4.76, 1.19], [2.48, 7.80, 0.52], [2.16, 7.39, 2.25], [0.72, 5.88, -0.12], [-0.33, 7.91, -0.79], [0.43, 8.74, 0.63], [-1.19, 7.96, 0.80], [-2.87, -0.63, 5.06], [-3.74, -1.40, 4.05], [-3.10, -2.63, 3.41], [-2.01, -2.31, 2.69], [-3.97, -3.22, 2.56], [-4.19, -0.54, 3.11], [-4.85, -1.82, 4.73], [-2.21, 0.54, 4.58], [-0.97, 0.37, 3.95], [-0.99, 0.81, 2.48], [-1.89, 0.09, 1.77], [0.22, 0.61, 1.90], [-0.55, -0.90, 4.11], [-0.09, 1.14, 4.63], [-3.56, -0.24, 5.82], [-2.19, -1.28, 5.61], [-2.82, -3.37, 4.17], [-1.25, 1.86, 2.40], [-1.60, 2.31, -3.29], [-2.04, 0.86, -2.99], [-0.93, -0.09, -2.53], [0.04, -0.24, -3.45], [-1.44, -1.32, -2.30], [-2.67, 0.36, -4.08], [-2.97, 0.92, -2.00], [-1.37, 2.65, -4.66], [-0.10, 2.38, -5.18], [-0.14, 1.36, -6.32], [-0.65, 0.18, -5.90], [1.11, 1.10, -6.79], [0.74, 2.02, -4.18], [0.36, 3.57, -5.65], [-2.45, 2.94, -3.00], [-0.79, 2.64, -2.64], [-0.47, 0.26, -1.60], [-0.76, 1.72, -7.14], [3.60, 3.34, -6.23], [3.81, 4.61, -5.38], [4.85, 5.60, -5.91], [6.09, 5.06, -5.97], [4.94, 6.68, -5.08], [4.09, 4.25, -4.10], [2.62, 5.26, -5.33], [4.28, 2.16, -5.79], [5.61, 1.98, -6.20], [6.59, 1.96, -5.03], [6.56, 3.12, -4.34], [7.86, 1.80, -5.47], [5.93, 2.90, -7.14], [5.64, 0.79, -6.83], [2.55, 3.08, -6.14], [3.75, 3.52, -7.30], [4.58, 5.96, -6.90], [6.35, 1.15, -4.34], [-0.41, -6.34, 1.69], [-0.14, -7.75, 1.13], [-1.35, -8.68, 1.08], [-1.86, -8.93, 2.30], [-0.99, -9.89, 0.56], [0.88, -8.31, 1.83], [0.31, -7.59, -0.14], [-0.07, -6.11, 3.06], [-1.02, -6.45, 4.03], [-0.52, -7.55, 4.97], [-0.24, -8.68, 4.30], [-1.48, -7.86, 5.89], [-2.19, -6.75, 3.44], [-1.24, -5.31, 4.74], [0.26, -5.67, 1.14], [-1.41, -5.98, 1.46], [-2.14, -8.27, 0.45], [0.38, -7.23, 5.50], [3.19, -9.27, 3.95], [3.50, -7.98, 4.72], [4.61, -7.11, 4.14], [5.80, -7.74, 4.12], [4.78, -5.99, 4.90], [3.75, -8.28, 6.02], [2.35, -7.23, 4.72], [3.77, -10.48, 4.46], [5.07, -10.79, 4.05], [6.05, -10.83, 5.23], [6.12, -9.64, 5.85], [7.30, -11.12, 4.79], [5.46, -9.96, 3.07], [5.00, -12.02, 3.49], [2.11, -9.43, 4.06], [3.35, -9.17, 2.88], [4.37, -6.78, 3.12], [5.75, -11.58, 5.96], [-6.64, 5.27, -2.09], [-8.07, 4.76, -1.84], [-8.19, 3.34, -1.29], [-7.69, 2.42, -2.15], [-9.49, 3.02, -1.11], [-8.80, 4.91, -2.97], [-8.63, 5.60, -0.92], [-6.16, 5.21, -3.44], [-5.59, 4.00, -3.87], [-6.37, 3.36, -5.01], [-7.63, 3.08, -4.65], [-5.79, 2.19, -5.38], [-5.42, 3.18, -2.82], [-4.34, 4.32, -4.29], [-6.65, 6.34, -1.87], [-5.92, 4.85, -1.39], [-7.68, 3.24, -0.33], [-6.40, 4.02, -5.88]], "gap_ev": 10.38, "e_tot_ha": -7470.97899, "homo_ev": -10.8, "smiles": "CCC[C@H](C)N(N=C=O)S(=O)(=O)F.FC(F)C(F)(F)COC(F)(F)C(F)F.FC(F)C(F)(F)COC(F)(F)C(F)F.FC(F)C(F)(F)COC(F)(F)C(F)F.FC(F)C(F)(F)COC(F)(F)C(F)F.FC(F)C(F)(F)COC(F)(F)C(F)F.FC(F)C(F)(F)COC(F)(F)C(F)F"}